{
  "formula": "C30H50Br16F3O2PS",
  "method": "ωB97M-V with the def2-TZVPD basis set",
  "smiles": "CC(C)CCC1=C([PH2]=S)C(=O)C=C(CCC(F)(F)F)C1=O.BrCCBr.BrCCBr.BrCCBr.BrCCBr.BrCCBr.BrCCBr.BrCCBr.BrCCBr",
  "charge": 0,
  "spin_multiplicity": 1,
  "gap_ev": 7.622,
  "relative_energy_kj_mol": 0.0,
  "species": ["C", "C", "C", "C", "C", "C", "C", "P", "S", "C", "O", "C", "C", "C", "C", "C", "F", "F", "F", "C", "O", "H", "H", "H", "H", "H", "H", "H", "H", "H", "H", "H", "H", "H", "H", "H", "H", "H", "H", "Br", "C", "C", "Br", "H", "H", "H", "H", "Br", "C", "C", "Br", "H", "H", "H", "H", "Br", "C", "C", "Br", "H", "H", "H", "H", "Br", "C", "C", "Br", "H", "H", "H", "H", "Br", "C", "C", "Br", "H", "H", "H", "H", "Br", "C", "C", "Br", "H", "H", "H", "H", "Br", "C", "C", "Br", "H", "H", "H", "H", "Br", "C", "C", "Br", "H", "H", "H", "H"],
  "positions_angstrom": [[0.61713, -0.22736, 2.74532], [0.73998, 0.79760, 1.60300], [-0.40131, 0.61217, 0.54365], [0.89942, 2.26720, 2.07509], [0.14292, 2.68634, 3.35670], [-1.36567, 2.70114, 3.24508], [-2.11057, 3.51602, 2.49763], [-1.48579, 4.78562, 1.38666], [-1.76082, 4.33242, -0.49297], [-3.61233, 3.38742, 2.57500], [-4.32262, 4.35361, 2.57328], [-4.12338, 1.98630, 2.73903], [-3.41747, 1.16348, 3.48339], [-3.81004, -0.26994, 3.77413], [-4.24075, -1.02616, 2.48532], [-3.92169, -2.49937, 2.54592], [-4.09921, -3.03117, 3.73383], [-2.66899, -2.73877, 2.20134], [-4.67560, -3.19321, 1.70010], [-2.14594, 1.70637, 4.08540], [-1.77511, 1.38864, 5.17807], [-0.20910, -0.01624, 3.44042], [1.54607, -0.33079, 3.32936], [0.40697, -1.22048, 2.30701], [1.68706, 0.55621, 1.08211], [-0.90872, 1.56656, 0.34095], [-1.12894, -0.13165, 0.90575], [0.01903, 0.21858, -0.39836], [1.96469, 2.42974, 2.31700], [0.67229, 2.93232, 1.22443], [0.44878, 2.05186, 4.20018], [0.46163, 3.71749, 3.60788], [-2.19609, 5.94028, 1.73928], [-0.14302, 4.98628, 1.72907], [-5.06935, 1.69819, 2.26895], [-4.65365, -0.26335, 4.47898], [-2.96500, -0.79594, 4.24834], [-3.70848, -0.61366, 1.61009], [-5.31606, -0.88072, 2.31007], [4.45284, 2.55529, 2.99939], [5.67026, 2.58853, 1.48458], [5.24548, 3.62903, 0.48505], [3.72927, 3.00147, -0.55861], [5.68642, 1.58763, 1.06433], [6.64568, 2.82077, 1.90668], [6.03824, 3.81313, -0.23707], [4.95825, 4.56477, 0.95431], [-1.22940, -1.66436, -3.40015], [-1.94343, -3.45142, -3.17683], [-1.50022, -4.35667, -4.29473], [-2.45040, -4.00733, -5.95787], [-3.02270, -3.35625, -3.11079], [-1.54833, -3.81322, -2.22959], [-1.70918, -5.39655, -4.05181], [-0.44378, -4.23462, -4.51408], [-5.12002, -1.84788, 7.16059], [-7.03545, -2.00616, 6.87449], [-7.40558, -1.82236, 5.42652], [-7.32014, 0.04837, 4.89350], [-7.50865, -1.27031, 7.51697], [-7.30181, -3.00721, 7.20647], [-8.43557, -2.12742, 5.25542], [-6.74755, -2.36971, 4.75763], [7.75696, 0.07469, 3.73863], [6.80411, 0.32566, 5.41472], [6.29629, -0.97758, 5.97066], [4.74023, -1.61756, 4.99659], [6.00164, 1.02843, 5.20998], [7.52259, 0.77804, 6.09494], [5.96612, -0.84518, 6.99866], [7.04103, -1.76588, 5.92475], [-0.05352, 6.14156, -4.06912], [1.60271, 5.47518, -3.30048], [1.94814, 4.10144, -3.81069], [0.84225, 2.73681, -2.98608], [1.47515, 5.49024, -2.22217], [2.36885, 6.19122, -3.59081], [2.97274, 3.84744, -3.54379], [1.81736, 4.00964, -4.88472], [-3.46105, 0.44468, -7.00030], [-1.99007, 0.07100, -8.21505], [-0.87697, -0.67540, -7.53077], [0.16893, 0.48635, -6.37312], [-1.66429, 1.02589, -8.61559], [-2.41455, -0.53505, -9.01270], [-0.17714, -1.06834, -8.26509], [-1.24071, -1.48678, -6.90606], [3.25661, -0.07674, -1.88970], [3.71160, -1.56658, -3.05256], [2.50392, -2.37126, -3.43962], [1.90708, -3.53994, -2.00068], [4.46284, -2.15676, -2.53684], [4.14909, -1.11303, -3.93970], [2.74841, -3.03465, -4.26471], [1.65404, -1.75056, -3.70970], [4.16304, -5.26758, -5.23744], [2.28277, -5.58970, -5.61886], [1.90372, -5.11546, -6.99752], [1.71191, -3.18040, -7.09741], [1.71426, -5.10123, -4.83197], [2.15565, -6.66736, -5.54332], [0.93156, -5.51196, -7.28408], [2.64509, -5.39558, -7.73909]],
  "forces_ev_per_a": [[0.0, -0.4, -0.2], [0.0, -0.1, -0.4], [0.3, 0.0, 0.4], [0.4, -0.3, 0.2], [-0.1, 0.6, 0.0], [0.2, -0.6, 0.1], [0.0, 0.3, 0.3], [-0.6, -0.2, -1.1], [0.2, 0.0, 0.2], [0.3, -0.7, 0.0], [-0.4, 0.5, -0.3], [-0.5, 0.8, -0.7], [0.6, -0.9, 0.4], [0.2, -0.1, -0.1], [0.0, 0.9, 0.1], [-0.4, 0.9, -0.6], [-0.4, -0.5, 1.5], [1.4, -0.1, -0.2], [-0.8, -0.5, -0.8], [-0.3, 0.2, -0.9], [0.4, -0.4, 0.7], [0.2, 0.0, -0.2], [-0.3, 0.2, -0.1], [0.1, 0.4, 0.2], [-0.3, 0.1, 0.2], [0.0, -0.4, -0.1], [0.0, 0.3, -0.2], [-0.2, 0.2, 0.3], [-0.6, 0.0, -0.2], [0.0, -0.2, 0.3], [-0.2, 0.2, -0.2], [0.0, -0.5, 0.0], [0.3, 0.1, 0.4], [-0.1, 0.2, 0.4], [0.2, 0.3, 0.2], [0.4, -0.1, -0.1], [-0.3, 0.3, -0.1], [-0.2, -0.3, 0.3], [0.3, -0.2, 0.0], [0.2, -0.1, 0.1], [0.1, 0.1, 0.2], [0.0, -0.1, -0.2], [-0.1, 0.4, 0.1], [0.0, 0.0, 0.0], [0.0, 0.0, 0.0], [0.0, 0.0, 0.0], [0.0, 0.0, 0.0], [-0.1, 0.1, -0.1], [0.1, 0.1, 0.1], [-0.1, -0.1, 0.0], [0.1, 0.0, 0.0], [0.0, 0.0, 0.0], [0.0, 0.0, 0.0], [0.0, 0.0, 0.0], [0.0, 0.0, 0.0], [0.0, 0.1, 0.0], [0.1, -0.1, 0.0], [-0.1, 0.1, 0.0], [-0.1, 0.0, 0.0], [0.0, 0.0, 0.0], [0.0, 0.0, 0.0], [0.0, 0.0, 0.0], [0.0, 0.0, 0.0], [0.0, 0.0, 0.0], [0.1, 0.1, 0.0], [-0.2, 0.0, 0.0], [0.0, 0.0, 0.0], [0.0, 0.0, 0.0], [0.0, 0.0, 0.0], [0.0, 0.0, 0.0], [0.0, 0.0, 0.0], [0.0, 0.0, 0.0], [0.0, 0.1, -0.1], [0.1, -0.1, 0.1], [-0.1, 0.0, 0.0], [0.0, 0.0, 0.0], [0.0, 0.0, 0.0], [0.0, 0.0, 0.0], [0.0, 0.0, 0.0], [0.0, 0.0, 0.0], [-0.2, 0.0, 0.0], [0.1, 0.0, 0.0], [0.0, 0.0, 0.1], [0.0, 0.0, 0.0], [0.0, 0.0, 0.0], [0.0, 0.0, 0.0], [0.0, 0.0, 0.0], [0.1, -0.2, 0.0], [0.0, 0.1, 0.0], [0.0, -0.1, 0.0], [-0.1, 0.0, 0.0], [0.0, 0.0, 0.0], [0.0, 0.0, 0.0], [0.0, 0.1, 0.0], [0.0, 0.0, 0.0], [0.0, 0.0, 0.0], [0.1, 0.0, 0.0], [-0.1, 0.1, -0.1], [0.1, -0.1, 0.1], [0.0, 0.0, 0.0], [0.0, 0.0, 0.0], [0.0, 0.0, 0.0], [0.0, 0.0, 0.0]],
  "mulliken_charge": [-1.48, 1.06, -0.45, 0.63, -1.64, 0.13, 1.50, 0.15, -0.34, -0.35, -0.57, 0.13, 0.06, 0.07, -0.59, 0.67, -0.25, -0.24, -0.32, -0.56, -0.58, 0.19, 0.28, 0.44, 0.36, 0.01, -0.11, 0.11, -1.06, 0.27, 0.45, 0.50, 0.12, 0.05, 0.52, -0.22, 0.45, 0.42, 0.24, -0.16, -0.72, -0.64, -0.08, 0.37, 0.37, 0.42, 0.37, -0.08, -0.69, -0.05, -0.14, 0.47, 0.33, 0.39, -0.18, -0.12, -0.59, -0.46, -0.12, 0.37, 0.35, 0.39, 0.21, -0.14, -0.42, -0.63, -0.11, 0.20, 0.35, 0.35, 0.38, -0.15, -0.48, -0.73, 0.01, 0.25, 0.40, 0.30, 0.44, -0.14, -0.64, -0.12, -0.12, 0.40, 0.39, 0.29, -0.12, -0.03, -0.78, 0.25, -0.12, 0.42, 0.38, -0.32, 0.16, -0.12, -0.32, -0.61, -0.09, -0.06, 0.41, 0.37, 0.44]
}

***

{
  "formula": "C30H50F6O30PS5",
  "method": "ωB97M-V with the def2-TZVPD basis set",
  "charge": 0,
  "s_squared": 0.757,
  "spin_multiplicity": 2,
  "gap_ev": [8.073, 2.857],
  "species": ["P", "F", "F", "F", "F", "F", "F", "O", "C", "O", "C", "C", "C", "H", "H", "H", "H", "H", "H", "O", "C", "O", "C", "C", "C", "H", "H", "H", "H", "H", "H", "O", "C", "O", "C", "C", "C", "H", "H", "H", "H", "H", "H", "O", "C", "O", "C", "C", "C", "H", "H", "H", "H", "H", "H", "O", "C", "O", "C", "C", "C", "H", "H", "H", "H", "H", "H", "C", "C", "O", "S", "O", "O", "O", "H", "H", "H", "H", "C", "C", "O", "S", "O", "O", "O", "H", "H", "H", "H", "C", "C", "O", "S", "O", "O", "O", "H", "H", "H", "H", "C", "C", "O", "S", "O", "O", "O", "H", "H", "H", "H", "C", "C", "O", "S", "O", "O", "O", "H", "H", "H", "H"],
  "positions_angstrom": [[0.17157, 0.76510, -0.11222], [-0.66321, -0.36549, 0.69727], [1.49950, 0.52304, 0.78687], [0.83201, -0.41476, -1.04925], [1.10705, 1.74524, -1.04820], [-1.05077, 1.08964, -1.09537], [-0.46215, 2.04227, 0.77709], [6.00528, 1.51226, 3.44662], [4.92635, 1.15630, 3.81537], [4.03670, 2.03881, 4.24298], [2.73814, 1.50290, 4.21029], [2.93540, 0.03144, 4.31644], [4.28570, -0.15931, 3.72828], [2.34122, 1.67018, 3.20901], [2.01134, 1.81622, 4.95975], [2.14275, -0.62701, 3.96110], [3.07257, -0.15741, 5.38116], [4.20272, -0.25361, 2.64554], [4.88585, -0.96847, 4.14443], [3.56011, 3.80268, -1.09782], [2.93267, 4.34548, -0.20806], [2.65450, 5.66295, -0.18157], [1.82996, 5.99476, 0.91340], [1.93148, 4.83338, 1.87346], [2.33307, 3.67891, 1.02311], [0.84249, 6.07412, 0.45875], [2.10604, 6.97523, 1.30140], [0.97858, 4.45060, 2.23892], [2.48172, 4.99784, 2.79989], [1.44298, 3.12907, 0.71731], [3.06187, 3.01051, 1.48159], [3.92773, -2.50297, 1.72755], [3.01111, -2.93266, 2.38714], [3.16964, -3.53857, 3.59514], [1.90173, -3.80969, 4.19981], [1.01340, -3.89149, 2.97809], [1.53257, -2.77783, 2.12175], [1.51519, -3.17167, 4.99455], [2.05223, -4.79320, 4.64497], [-0.03708, -3.79192, 3.25137], [1.16429, -4.84131, 2.46508], [1.17102, -1.84873, 2.56242], [1.40800, -2.92535, 1.04898], [3.17549, -4.16761, -1.40618], [2.38252, -3.97458, -2.36588], [1.49568, -4.95475, -2.74066], [0.57526, -4.44839, -3.76370], [0.86768, -2.97417, -3.76636], [2.15688, -2.73361, -3.08217], [-0.46388, -4.75611, -3.64715], [0.84781, -4.92212, -4.70677], [0.03069, -2.49689, -3.25672], [0.91240, -2.51261, -4.75280], [2.19559, -1.93052, -2.34620], [2.94043, -2.54714, -3.81660], [0.11594, -1.89207, 6.53114], [-0.69348, -1.58224, 5.66804], [-0.41029, -0.62712, 4.79522], [-1.43682, -0.53830, 3.84778], [-2.64621, -1.10141, 4.62857], [-2.06493, -2.17935, 5.48552], [-1.15919, -1.15969, 2.99636], [-1.55326, 0.52531, 3.63970], [-3.27228, -1.54238, 3.85290], [-3.09813, -0.30705, 5.22259], [-2.00994, -3.12534, 4.94683], [-2.44838, -2.24486, 6.50374], [2.47253, 2.47954, -4.08891], [1.52081, 1.35226, -3.82898], [1.46038, 0.59625, -5.04319], [2.77061, 0.87127, -6.11008], [2.27847, 1.72202, -7.18398], [3.46140, -0.40422, -6.39724], [3.45845, 1.84365, -4.94073], [2.98753, 2.62700, -3.13962], [2.05493, 3.29088, -4.68510], [0.52360, 1.68078, -3.53614], [1.82322, 0.79093, -2.94492], [-3.58349, 0.94505, 0.86104], [-4.63150, 1.38596, -0.12482], [-4.71549, 2.77085, -0.04890], [-4.36251, 3.16476, 1.53571], [-5.57772, 3.03723, 2.33309], [-3.56347, 4.37838, 1.67831], [-3.38497, 2.00097, 1.75089], [-2.61523, 0.59768, 0.50063], [-3.93407, 0.00430, 1.28552], [-5.57336, 0.95110, 0.20968], [-4.42639, 1.02699, -1.13337], [-2.85301, 0.28215, -4.34144], [-1.71624, -0.65731, -4.13525], [-2.25415, -1.81372, -3.62729], [-3.57605, -1.47379, -2.74289], [-3.20406, -1.15747, -1.36905], [-4.57638, -2.51336, -3.00889], [-3.86439, -0.03282, -3.51173], [-3.07506, 0.28075, -5.40858], [-2.51764, 1.25100, -3.97135], [-0.99408, -0.17889, -3.47366], [-1.11622, -0.85821, -5.02279], [-0.69940, 4.37363, -2.05175], [-2.17881, 4.73065, -2.01873], [-2.61035, 4.61667, -3.35300], [-1.45362, 4.45103, -4.51253], [-1.51449, 5.60493, -5.45692], [-1.38608, 3.07977, -5.06413], [-0.24914, 4.70559, -3.34621], [-0.58785, 3.28977, -2.02175], [-0.23386, 4.93232, -1.23981], [-2.26317, 5.79435, -1.79615], [-2.83639, 4.19025, -1.33782], [-1.32728, -3.97813, -0.39336], [-2.46436, -4.84527, -0.71626], [-3.16463, -5.09008, 0.52969], [-2.21416, -4.98771, 1.81661], [-1.82955, -6.34858, 2.18123], [-2.76494, -4.16771, 2.89757], [-1.02667, -4.18011, 0.94698], [-1.58357, -2.92295, -0.48829], [-0.50886, -4.31971, -1.02709], [-2.16081, -5.75461, -1.23495], [-3.08135, -4.30058, -1.43091]],
  "forces_ev_per_a": [[1.7, 0.9, -1.3], [0.2, 0.6, 0.1], [-0.8, 0.6, 1.6], [-1.4, -0.8, -0.5], [-0.7, 0.9, 0.8], [-0.3, -1.1, -0.7], [1.5, -1.6, 0.1], [0.4, -0.4, 0.2], [1.3, 0.9, -0.3], [-0.8, 1.8, 1.1], [-1.6, -0.6, -1.3], [0.3, -1.2, 1.9], [0.2, -1.4, -1.3], [-0.3, 0.6, 0.0], [0.6, 0.7, 0.1], [-0.1, 0.4, -0.1], [-0.4, -0.4, 0.3], [0.2, -0.4, -0.3], [0.1, 0.1, -0.1], [-0.8, 1.0, 0.9], [0.8, -1.5, -0.7], [1.1, -0.1, -0.9], [-0.8, 0.3, 0.0], [-1.4, -0.6, 1.7], [1.1, -0.1, -0.9], [-0.4, 0.2, 0.5], [0.2, -0.2, 0.0], [-0.5, 1.0, 0.3], [0.6, 0.2, -0.4], [0.4, -0.1, -0.1], [-0.1, -0.1, -0.2], [0.3, -0.2, -0.5], [-0.3, -0.7, 3.8], [1.7, 1.9, -1.9], [-1.2, -1.9, -0.2], [-0.4, -1.1, 0.7], [-0.4, -0.1, -1.2], [0.8, 0.9, -0.2], [0.0, 0.0, 0.1], [0.0, 0.2, -0.3], [-0.2, -0.1, 0.1], [0.4, 0.6, -0.7], [-0.5, 0.6, 0.1], [-2.5, 0.4, -3.0], [2.0, -2.4, 4.0], [-0.1, 0.4, 0.2], [1.6, -0.6, -0.8], [-2.2, 1.6, -0.9], [0.8, 0.7, -0.1], [0.1, 0.2, 0.9], [0.3, -0.1, 0.0], [0.2, 0.3, 0.2], [-0.3, -0.3, -0.2], [-0.2, 0.1, -0.2], [0.3, -0.1, 0.1], [-0.7, 0.2, -1.0], [2.0, -1.4, 2.4], [1.4, 0.1, 0.3], [-1.2, 0.3, 0.5], [-0.7, 0.1, -1.9], [0.9, 0.9, 0.3], [-0.3, 0.3, -0.3], [0.0, -0.2, -0.6], [-0.8, 0.4, 0.4], [-0.3, -0.1, -0.3], [0.0, -0.1, 0.3], [-0.3, -0.4, -0.3], [0.3, -1.0, -0.5], [-0.6, -0.1, 0.2], [0.7, -0.9, -1.4], [-1.5, 0.7, 1.9], [1.0, -1.7, 1.4], [-1.4, 3.3, 1.1], [1.1, -1.5, -1.9], [0.0, 1.1, -0.3], [0.0, 0.3, 0.7], [-0.2, 0.2, -0.6], [0.5, -0.6, -0.5], [1.0, -2.6, -0.7], [-0.6, -1.5, -0.4], [0.6, 2.1, 1.4], [-1.3, 2.9, 0.7], [1.9, -0.1, -1.5], [-1.7, -1.9, -0.9], [0.7, -0.6, 1.2], [-0.1, 0.9, -0.5], [-0.4, 0.3, 1.0], [-0.3, 0.1, -0.2], [0.1, 0.5, 0.0], [2.4, 2.4, -2.0], [2.5, 1.5, -0.3], [-1.7, -1.9, 1.5], [-0.6, -0.5, 0.0], [-0.6, -0.7, -1.9], [2.1, 2.4, 0.6], [-2.7, -3.2, 2.6], [-0.8, 0.3, 0.1], [0.0, 0.3, -0.9], [0.0, -0.4, 0.6], [-0.5, -0.2, -0.2], [-1.2, -1.5, 0.3], [0.6, 1.3, 0.1], [-0.6, -1.1, -2.8], [0.4, 1.4, 0.1], [0.3, -3.5, 2.9], [-0.2, 3.0, 1.6], [-0.3, 0.7, -2.5], [0.2, 0.0, 0.9], [0.7, -0.2, -0.5], [-0.1, 0.1, 0.3], [0.3, -0.4, -0.2], [0.5, 0.9, -0.6], [-1.3, -0.5, -0.8], [-0.2, 0.4, 0.2], [-0.1, -1.2, -0.1], [0.0, 2.6, -0.7], [1.2, -0.8, -2.5], [0.1, -1.2, 3.3], [0.2, 0.1, -0.4], [0.4, 0.5, 0.2], [-0.1, -0.4, 0.7], [-0.7, -0.2, 0.4]],
  "mulliken_charge": [1.59, -0.58, -0.23, -0.32, -0.44, -0.37, -0.56, -0.60, 0.16, -0.38, 0.40, 0.81, -0.20, -0.44, 0.37, -0.95, 0.30, 0.07, 0.52, -0.68, 0.32, -0.43, -0.32, -0.56, 1.48, 0.09, 0.35, 0.31, 0.27, -1.09, 0.10, -0.13, 0.27, -0.32, -0.31, 0.13, 1.37, 0.10, 0.40, -0.50, 0.47, -0.79, 0.12, -0.67, 0.36, -0.38, -0.75, 0.71, 0.29, 0.31, 0.31, -0.89, 0.69, -0.21, 0.32, -0.69, 0.44, -0.29, 0.71, -0.44, -0.21, -0.57, 0.19, 0.29, 0.36, -0.05, 0.36, 0.20, 0.60, -0.31, 1.01, -0.53, -0.54, -0.42, 0.20, 0.28, -0.43, -0.13, 0.56, 0.03, -0.43, 1.11, -0.62, -0.54, -0.21, -0.51, 0.17, 0.43, -0.01, 0.05, 0.64, -0.30, 0.68, -0.16, -0.64, -0.35, 0.27, 0.01, -0.69, 0.63, 0.90, -0.09, -0.39, 1.02, -0.60, -0.44, -0.37, -0.11, -0.38, 0.36, 0.06, 1.08, -0.29, -0.38, 0.96, -0.60, -0.54, -0.27, -0.43, -0.13, 0.32, 0.30]
}